## a
{
  "formula": "C6H24F2HfN12O6",
  "method": "wB97M-V/def2-TZVPD",
  "gap_ha": 0.0710,
  "total_charge": 2,
  "mol_weight_g_mol": 576.8,
  "lumo_energy_ev": -12.589,
  "symbols": ["Hf", "F", "F", "C", "O", "N", "N", "H", "H", "H", "H", "C", "O", "N", "N", "H", "H", "H", "H", "C", "O", "N", "N", "H", "H", "H", "H", "C", "O", "N", "N", "H", "H", "H", "H", "C", "O", "N", "N", "H", "H", "H", "H", "C", "O", "N", "N", "H", "H", "H", "H"],
  "coordinates": [[0.062, 9.160, 2.650], [-2.578, 11.198, 1.618], [-0.002, 8.822, -0.783], [-8.153, 10.657, 2.231], [-8.056, 10.421, 3.427], [-7.209, 10.442, 1.333], [-9.235, 11.235, 1.689], [-6.260, 10.263, 1.627], [-7.376, 10.837, 0.419], [-9.240, 11.171, 0.681], [-10.097, 11.413, 2.184], [-4.183, 13.555, -2.691], [-4.085, 14.487, -3.466], [-3.384, 12.527, -2.863], [-4.885, 13.443, -1.615], [-2.773, 12.529, -3.667], [-3.633, 11.700, -2.340], [-5.403, 14.247, -1.292], [-4.569, 12.686, -1.024], [-4.717, 15.738, 3.269], [-5.296, 16.727, 3.749], [-4.926, 14.522, 3.610], [-3.824, 15.771, 2.333], [-5.590, 14.406, 4.363], [-4.393, 13.787, 3.167], [-3.453, 16.702, 2.206], [-3.329, 14.943, 2.032], [-3.155, 9.201, 6.791], [-2.689, 9.264, 5.698], [-2.386, 9.529, 7.732], [-4.373, 9.088, 7.181], [-1.418, 9.591, 7.451], [-2.754, 9.733, 8.650], [-5.144, 8.806, 6.593], [-4.469, 9.119, 8.186], [-4.057, 6.681, 0.532], [-3.154, 6.976, 1.253], [-3.934, 6.814, -0.689], [-5.185, 6.146, 0.775], [-4.633, 6.477, -1.335], [-3.026, 7.073, -1.048], [-5.763, 5.810, 0.017], [-5.585, 6.301, 1.689], [0.370, 13.808, 5.349], [0.335, 12.899, 4.594], [1.375, 14.425, 5.905], [-0.708, 14.392, 5.806], [2.266, 14.176, 5.500], [1.269, 15.247, 6.483], [-0.664, 15.179, 6.438], [-1.591, 14.012, 5.496]],
  "nbo_charge": [1.828, -0.599, -0.625, 0.748, -0.533, -0.816, -0.787, 0.419, 0.386, 0.383, 0.432, 0.722, -0.448, -0.698, -0.801, 0.438, 0.390, 0.429, 0.397, 0.722, -0.509, -0.752, -0.772, 0.427, 0.404, 0.425, 0.400, 0.742, -0.695, -0.780, -0.788, 0.407, 0.394, 0.423, 0.393, 0.722, -0.590, -0.733, -0.774, 0.390, 0.421, 0.402, 0.413, 0.762, -0.703, -0.810, -0.807, 0.406, 0.405, 0.395, 0.397]
}

=====

## b
{
  "formula": "C6H24F2HfN12O6",
  "method": "wB97M-V/def2-TZVPD",
  "gap_ha": 0.1559,
  "total_charge": 2,
  "mol_weight_g_mol": 576.8,
  "lumo_energy_ev": -10.020,
  "symbols": ["Hf", "F", "F", "C", "O", "N", "N", "H", "H", "H", "H", "C", "O", "N", "N", "H", "H", "H", "H", "C", "O", "N", "N", "H", "H", "H", "H", "C", "O", "N", "N", "H", "H", "H", "H", "C", "O", "N", "N", "H", "H", "H", "H", "C", "O", "N", "N", "H", "H", "H", "H"],
  "coordinates": [[-1.135, 2.480, 0.708], [-1.419, 1.380, 2.614], [0.081, 0.682, 0.331], [0.472, -2.723, -1.566], [0.416, -3.799, -2.122], [1.566, -1.899, -1.722], [-0.489, -2.195, -0.775], [2.281, -2.146, -2.384], [1.590, -0.992, -1.290], [-1.328, -2.747, -0.762], [-0.443, -1.280, -0.365], [3.514, 0.884, -2.527], [4.357, 0.548, -3.321], [3.570, 0.722, -1.170], [2.376, 1.538, -2.859], [2.877, 0.845, -0.458], [4.459, 0.363, -0.853], [2.122, 1.565, -3.832], [1.704, 1.802, -2.168], [1.785, 2.549, 2.821], [0.973, 2.548, 1.852], [1.668, 3.213, 3.970], [2.985, 1.950, 2.674], [0.863, 3.807, 4.080], [2.442, 3.301, 4.607], [3.109, 1.278, 1.935], [3.471, 1.800, 3.545], [-1.850, 1.093, -2.588], [-1.563, 1.749, -1.549], [-3.008, 1.304, -3.247], [-1.079, 0.107, -3.030], [-3.739, 1.723, -2.697], [-3.276, 0.769, -4.057], [-0.203, -0.036, -2.547], [-1.330, -0.347, -3.892], [0.254, -2.520, 2.541], [0.137, -3.726, 2.555], [1.456, -1.934, 2.248], [-0.766, -1.620, 2.710], [1.387, -0.934, 2.213], [2.211, -2.523, 1.946], [-1.665, -2.014, 2.931], [-0.634, -0.646, 2.925], [-3.470, -0.279, 0.373], [-2.776, 0.753, 0.516], [-4.671, -0.280, -0.238], [-3.064, -1.512, 0.731], [-5.151, -1.134, -0.006], [-5.147, 0.468, -0.707], [-2.191, -1.670, 1.220], [-3.729, -2.266, 0.681]],
  "mulliken_charge": [1.934, -0.541, 0.337, 0.416, -0.632, -0.185, 0.128, 0.197, 0.059, 0.144, -0.279, 0.523, -0.572, -0.289, -0.324, 0.125, 0.160, 0.217, 0.089, 0.651, -0.642, -0.377, -0.350, 0.225, 0.190, 0.141, 0.248, 0.802, -0.656, -0.423, -0.254, 0.214, 0.214, 0.039, 0.210, 0.584, -0.604, -0.365, -0.439, 0.151, 0.228, 0.376, 0.029, 0.621, -0.465, -0.362, -0.239, 0.166, 0.217, 0.142, 0.222]
}

=====

Which of them is the most stable? Correct choice: b.

=====

## a
{
  "formula": "C3H5N",
  "method": "wB97M-V/def2-TZVPD",
  "gap_ha": [0.3815, 0.2753],
  "spin_multiplicity": 2,
  "total_charge": 1,
  "mol_weight_g_mol": 55.1,
  "lumo_energy_ev": [-6.261, -9.099],
  "symbols": ["C", "C", "C", "N", "H", "H", "H", "H", "H"],
  "coordinates": [[0.654, -0.007, 0.597], [0.510, -1.393, 0.506], [-0.902, 0.653, -0.978], [-0.244, 0.979, 0.031], [1.370, 0.455, 1.310], [0.057, -1.806, -0.385], [0.871, -2.103, 1.145], [-1.664, 1.292, -1.446], [-0.501, -0.216, -1.597]],
  "mulliken_spin": [0.192, 0.432, 0.090, 0.180, 0.012, 0.036, 0.034, 0.011, 0.012]
}

=====

## b
{
  "formula": "C3H5N",
  "method": "wB97M-V/def2-TZVPD",
  "gap_ha": [0.3738, 0.3180],
  "spin_multiplicity": 2,
  "total_charge": 1,
  "mol_weight_g_mol": 55.1,
  "lumo_energy_ev": [-6.069, -8.541],
  "symbols": ["C", "C", "C", "N", "H", "H", "H", "H", "H"],
  "coordinates": [[0.454, -0.529, -0.662], [1.322, 0.342, -0.016], [-1.527, 0.018, 0.387], [-0.862, -0.422, -0.603], [0.899, -1.383, -1.163], [1.052, 1.127, 0.685], [2.359, 0.421, -0.326], [-2.533, 0.411, 0.280], [-1.165, 0.014, 1.418]],
  "mulliken_spin": [0.113, 0.457, 0.052, 0.292, 0.009, 0.028, 0.025, 0.013, 0.009]
}

=====

Which of them is the most stable? Correct choice: b.

=====

## a
{
  "formula": "C25H31N3O2",
  "method": "wB97M-V/def2-TZVPD",
  "gap_ha": 0.2968,
  "mol_weight_g_mol": 405.5,
  "lumo_energy_ev": 0.427,
  "symbols": ["C", "H", "H", "H", "C", "N", "C", "C", "N", "C", "C", "O", "C", "C", "N", "C", "C", "C", "C", "C", "C", "H", "O", "C", "H", "H", "H", "H", "H", "C", "C", "C", "C", "C", "C", "C", "H", "H", "H", "H", "H", "H", "H", "C", "H", "H", "H", "H", "H", "C", "C", "H", "H", "H", "H", "H", "H", "H", "H", "H", "H"],
  "coordinates": [[3.303, 1.024, -1.344], [4.192, 1.459, -0.999], [2.708, 0.500, -0.408], [2.591, 1.935, -1.633], [3.275, 0.275, -2.743], [2.225, -0.471, -3.199], [1.714, -1.405, -2.291], [0.267, -2.182, -2.995], [-0.670, -1.353, -3.661], [-1.768, -0.848, -2.867], [-1.658, 0.108, -1.902], [-2.032, 1.291, -2.465], [-1.116, 0.321, -0.718], [-0.447, 1.102, 0.154], [-0.055, 0.735, 1.199], [-0.133, -0.663, 1.356], [0.077, -1.359, 2.402], [-0.382, -2.790, 2.307], [-1.322, -3.228, 1.332], [-1.366, -2.408, 0.207], [-1.058, -1.032, 0.160], [-1.922, -2.875, -0.650], [-1.708, -4.574, 1.119], [-1.363, -5.527, 2.092], [-2.293, -6.419, 1.719], [-0.484, -5.596, 2.293], [-1.909, -4.947, 2.934], [-0.375, -3.586, 3.244], [0.645, -1.223, 3.270], [0.824, 1.538, 2.264], [-0.269, 2.333, 3.044], [-1.528, 1.970, 3.338], [-2.279, 2.749, 4.174], [-1.875, 4.163, 4.338], [-0.634, 4.571, 3.956], [0.148, 3.561, 3.443], [0.984, 4.124, 2.947], [-0.126, 5.479, 4.336], [-2.566, 4.663, 4.985], [-3.178, 2.213, 4.434], [-1.564, 1.006, 3.264], [1.476, 0.642, 2.923], [1.579, 2.076, 1.642], [-0.190, 2.675, -0.398], [-0.852, 3.142, 0.334], [-0.713, 2.899, -1.191], [0.847, 2.992, -0.274], [-2.447, -0.435, -3.579], [-2.281, -1.811, -2.300], [0.120, -0.442, -4.453], [1.101, 0.435, -3.601], [1.606, 1.128, -4.286], [0.558, 1.108, -2.668], [-0.566, 0.481, -4.714], [0.651, -0.717, -5.143], [0.028, -2.943, -2.108], [0.809, -2.727, -3.809], [2.311, -2.208, -1.913], [1.065, -0.985, -1.254], [4.058, 0.682, -3.249], [3.969, -0.628, -2.391]],
  "nbo_charge": [-0.639, 0.214, 0.199, 0.184, -0.216, -0.488, -0.224, -0.219, -0.438, -0.279, 0.437, -0.666, -0.189, 0.364, -0.357, 0.101, -0.263, -0.285, 0.269, -0.270, 0.004, 0.218, -0.522, -0.191, 0.211, 0.142, 0.171, 0.211, 0.230, -0.208, -0.052, -0.219, -0.179, -0.193, -0.214, -0.203, 0.206, 0.228, 0.215, 0.226, 0.204, 0.239, 0.241, -0.628, 0.225, 0.248, 0.215, 0.257, 0.191, -0.202, -0.238, 0.200, 0.199, 0.211, 0.179, 0.222, 0.185, 0.202, 0.141, 0.219, 0.172]
}

=====

## b
{
  "formula": "C25H31N3O2",
  "method": "wB97M-V/def2-TZVPD",
  "gap_ha": 0.2795,
  "mol_weight_g_mol": 405.5,
  "smiles": "CCCCC(=O)N[C@H](c1ccc(N(CC)CC)cc1)c1ccc2cccnc2c1O",
  "lumo_energy_ev": 0.200,
  "symbols": ["C", "C", "C", "C", "C", "O", "N", "C", "C", "C", "C", "C", "N", "C", "C", "C", "C", "C", "C", "C", "C", "C", "C", "C", "C", "C", "N", "C", "C", "O", "H", "H", "H", "H", "H", "H", "H", "H", "H", "H", "H", "H", "H", "H", "H", "H", "H", "H", "H", "H", "H", "H", "H", "H", "H", "H", "H", "H", "H", "H", "H"],
  "coordinates": [[-4.723, -1.288, 1.381], [-3.890, -2.316, 0.626], [-2.846, -2.974, 1.528], [-1.878, -3.859, 0.734], [-1.214, -3.051, -0.373], [-1.387, -3.266, -1.551], [-0.413, -2.062, 0.095], [-0.061, -0.896, -0.700], [1.400, -0.543, -0.576], [2.338, -1.445, -0.100], [3.672, -1.107, 0.006], [4.140, 0.157, -0.376], [5.475, 0.494, -0.313], [5.892, 1.877, -0.376], [5.450, 2.704, 0.835], [6.475, -0.479, 0.056], [6.683, -0.622, 1.567], [3.182, 1.060, -0.863], [1.851, 0.714, -0.960], [-0.964, 0.230, -0.239], [-0.750, 0.819, 1.020], [-1.605, 1.749, 1.545], [-2.749, 2.137, 0.823], [-3.708, 3.064, 1.281], [-4.789, 3.358, 0.495], [-4.912, 2.727, -0.755], [-4.047, 1.867, -1.216], [-2.976, 1.563, -0.453], [-2.067, 0.605, -0.980], [-2.318, 0.087, -2.195], [-5.461, -0.837, 0.722], [-4.086, -0.495, 1.771], [-5.244, -1.753, 2.216], [-3.387, -1.826, -0.210], [-4.542, -3.085, 0.207], [-2.292, -2.191, 2.053], [-3.348, -3.580, 2.287], [-1.117, -4.274, 1.399], [-2.421, -4.682, 0.268], [-0.352, -1.931, 1.093], [-0.304, -1.151, -1.738], [2.023, -2.436, 0.194], [4.348, -1.851, 0.397], [6.982, 1.893, -0.441], [5.508, 2.337, -1.293], [5.770, 3.736, 0.713], [4.369, 2.682, 0.936], [5.887, 2.310, 1.749], [6.198, -1.445, -0.373], [7.421, -0.182, -0.408], [7.371, -1.439, 1.772], [7.102, 0.290, 1.984], [5.738, -0.826, 2.064], [3.471, 2.045, -1.189], [1.145, 1.436, -1.346], [0.129, 0.521, 1.574], [-1.420, 2.189, 2.514], [-3.576, 3.526, 2.250], [-5.542, 4.061, 0.816], [-5.756, 2.940, -1.399], [-3.150, 0.488, -2.503]],
  "nbo_charge": [-0.603, -0.401, -0.382, -0.496, 0.691, -0.612, -0.623, -0.121, -0.010, -0.199, -0.309, 0.268, -0.452, -0.202, -0.622, -0.200, -0.624, -0.302, -0.193, -0.115, -0.182, -0.229, -0.081, -0.123, -0.267, 0.061, -0.446, 0.076, 0.387, -0.666, 0.211, 0.201, 0.199, 0.205, 0.201, 0.187, 0.206, 0.217, 0.230, 0.388, 0.268, 0.219, 0.209, 0.200, 0.190, 0.209, 0.215, 0.205, 0.200, 0.195, 0.210, 0.202, 0.211, 0.210, 0.215, 0.220, 0.213, 0.216, 0.222, 0.194, 0.509]
}

=====

Which of them is the most stable? Correct choice: b.

=====

## a
{
  "formula": "C5H9IO",
  "method": "wB97M-V/def2-TZVPD",
  "gap_ha": 0.3512,
  "mol_weight_g_mol": 212.0,
  "lumo_energy_ev": 0.560,
  "symbols": ["C", "C", "C", "C", "C", "O", "I", "H", "H", "H", "H", "H", "H", "H", "H", "H"],
  "coordinates": [[0.027, -0.542, 0.478], [-1.194, -0.967, 0.422], [-1.660, -2.330, 0.426], [0.642, 2.064, -0.813], [0.575, 1.351, 0.500], [1.697, 1.522, 1.244], [-2.779, 0.439, 0.142], [0.941, -1.124, 0.414], [-2.399, -2.509, 1.121], [-0.846, -2.932, 0.548], [-2.137, -2.568, -0.523], [1.208, 1.433, -1.566], [-0.140, 2.468, -1.335], [1.187, 2.975, -0.713], [-0.223, 1.893, 1.038], [2.451, 1.436, 0.669]],
  "nbo_charge": [-0.243, -0.127, -0.662, -0.677, 0.159, -0.688, 0.063, 0.206, 0.226, 0.219, 0.223, 0.197, 0.237, 0.221, 0.180, 0.463]
}

=====

## b
{
  "formula": "C5H9IO",
  "method": "wB97M-V/def2-TZVPD",
  "gap_ha": 0.3174,
  "mol_weight_g_mol": 212.0,
  "smiles": "CCC(C)=C=O.I",
  "lumo_energy_ev": 0.436,
  "symbols": ["C", "C", "C", "C", "C", "O", "H", "H", "H", "H", "H", "H", "H", "H", "I", "H"],
  "coordinates": [[1.152, -0.991, -0.278], [1.090, -0.186, 0.997], [-0.463, -0.439, 1.860], [-0.037, -0.434, 3.430], [-1.818, -0.760, 1.930], [-2.964, -0.910, 2.095], [2.042, -0.721, -0.793], [1.370, -2.133, -0.055], [0.292, -0.742, -1.015], [1.298, 0.877, 0.863], [1.922, -0.563, 1.639], [0.338, -1.480, 3.695], [-0.953, -0.270, 4.012], [0.552, 0.445, 3.579], [4.405, -0.668, 4.388], [4.560, 0.813, 4.960]],
  "nbo_charge": [-0.627, -0.317, -0.368, -0.594, 0.686, -0.483, 0.209, 0.215, 0.218, 0.214, 0.213, 0.214, 0.205, 0.214, -0.101, 0.102]
}

=====

Which of them is the most stable? Correct choice: a.

=====

## a
{
  "formula": "C3H5NO3",
  "method": "wB97M-V/def2-TZVPD",
  "gap_ha": 0.3340,
  "mol_weight_g_mol": 103.1,
  "smiles": "NC(=O)/C(O)=C/O",
  "lumo_energy_ev": 0.526,
  "symbols": ["N", "C", "O", "C", "O", "C", "O", "H", "H", "H", "H", "H"],
  "coordinates": [[-2.098, -0.738, -0.083], [-1.238, 0.266, 0.064], [-1.523, 1.411, 0.191], [0.362, -0.218, 0.160], [0.475, -1.533, 0.383], [1.257, 0.721, 0.085], [2.561, 0.662, 0.088], [-1.999, -1.581, -0.574], [-2.951, -0.320, -0.296], [1.471, -1.586, 0.531], [0.691, 1.744, 0.041], [2.993, 1.172, -0.589]],
  "nbo_charge": [-0.810, 0.672, -0.600, 0.117, -0.673, 0.025, -0.697, 0.405, 0.385, 0.487, 0.196, 0.495]
}

=====

## b
{
  "formula": "C3H5NO3",
  "method": "wB97M-V/def2-TZVPD",
  "gap_ha": [0.3012, 0.2694],
  "mol_weight_g_mol": 103.1,
  "lumo_energy_ev": [-0.539, -0.903],
  "symbols": ["C", "C", "C", "N", "O", "O", "O", "H", "H", "H", "H", "H"],
  "coordinates": [[0.456, -0.823, -0.261], [-1.854, -0.151, 0.363], [-0.529, 0.267, -0.313], [2.590, 0.322, 0.048], [0.517, -1.991, -0.181], [2.312, 1.500, -0.194], [3.678, -0.199, 0.183], [-1.569, -0.920, 1.114], [-2.312, 0.780, 0.813], [-2.655, -0.641, -0.281], [-0.535, 0.769, -1.397], [-0.100, 1.086, 0.105]],
  "nbo_charge": [0.760, -0.611, -0.590, 0.382, -0.410, -0.442, -0.367, 0.227, 0.237, 0.234, 0.294, 0.286]
}

=====

## c
{
  "formula": "C3H5NO3",
  "method": "wB97M-V/def2-TZVPD",
  "gap_ha": 0.3969,
  "mol_weight_g_mol": 103.1,
  "smiles": "O=C1CO[C@H](O)N1",
  "lumo_energy_ev": 0.628,
  "symbols": ["O", "C", "C", "O", "C", "O", "N", "H", "H", "H", "H", "H"],
  "coordinates": [[2.188, 0.037, 1.081], [1.052, -0.043, 0.669], [0.302, -1.288, 0.221], [-1.046, -0.877, 0.128], [-1.057, 0.491, -0.178], [-1.029, 0.764, -1.542], [0.159, 0.977, 0.463], [0.684, -1.617, -0.755], [0.398, -2.096, 0.944], [-2.007, 0.884, 0.195], [-0.095, 0.828, -1.780], [0.451, 1.940, 0.555]],
  "nbo_charge": [-0.582, 0.647, -0.186, -0.501, 0.500, -0.701, -0.667, 0.198, 0.223, 0.175, 0.471, 0.422]
}

=====

Which of them is the most stable? Correct choice: c.